{"formula": "C32H54BN3OPSbSe4Tc", "method": "ωB97M-V/def2-TZVPD", "species": ["C", "C", "C", "C", "H", "H", "H", "C", "H", "C", "C", "C", "H", "H", "H", "H", "H", "H", "C", "H", "H", "O", "H", "C", "C", "N", "H", "C", "C", "H", "C", "H", "Se", "H", "C", "C", "C", "Se", "P", "C", "Se", "C", "H", "H", "Sb", "N", "H", "C", "C", "C", "H", "H", "H", "H", "H", "H", "H", "Tc", "H", "H", "H", "C", "N", "H", "C", "H", "H", "C", "C", "H", "C", "H", "H", "H", "H", "Se", "C", "C", "H", "H", "H", "H", "H", "H", "H", "H", "H", "H", "H", "H", "C", "H", "H", "H", "C", "C", "H", "B"], "coordinates": [[3.574, -1.092, 1.063], [2.743, 3.531, 3.549], [-2.601, -0.957, 2.532], [-0.982, -2.675, 3.290], [5.033, 0.511, 0.821], [-2.606, -2.609, -0.420], [2.086, -1.177, -4.562], [-2.540, -3.148, -1.356], [-3.437, -1.650, 2.605], [0.461, -4.641, -0.471], [-1.534, -2.586, -2.382], [4.090, -1.217, 2.511], [2.992, 1.401, 0.780], [-3.124, -1.739, -3.552], [2.680, -3.473, -3.841], [-0.793, -3.422, -4.281], [-2.523, 0.801, -0.346], [-2.872, -0.166, 1.836], [1.931, 3.273, 2.270], [1.851, -1.856, 4.826], [2.591, -0.577, -1.702], [1.260, 1.168, -1.588], [2.921, 4.599, 3.646], [2.623, 3.833, 1.036], [2.189, -0.484, 1.183], [0.300, 2.092, -3.418], [0.012, -5.048, -1.364], [-0.208, -0.783, 1.752], [1.807, -3.550, -3.190], [2.120, -3.259, 2.717], [1.052, -1.302, 1.205], [3.706, 3.023, 3.508], [-0.718, 6.099, 1.464], [-2.374, -3.959, -3.767], [-1.852, -0.065, -0.301], [-1.371, -3.715, -3.413], [1.643, -5.008, 1.588], [-2.570, 2.646, 1.716], [0.047, -2.004, -1.501], [-1.345, -1.727, 2.140], [-1.675, 3.596, -1.433], [-2.151, -1.417, -3.179], [2.674, 4.917, 1.110], [3.199, 2.526, -2.110], [-2.680, 5.150, 0.625], [2.468, 2.602, -2.799], [5.029, -1.768, 2.498], [1.686, -3.644, 1.807], [2.194, 0.949, 1.346], [0.520, -3.259, -0.274], [-0.394, -2.184, 4.065], [3.529, -1.602, -2.792], [-2.393, -0.997, -0.380], [2.050, 3.595, 0.137], [3.010, -2.237, -1.242], [0.954, -6.574, 0.289], [2.223, 3.194, 4.444], [-0.039, 0.137, -0.116], [-1.539, -1.171, -4.045], [5.436, -0.980, -0.001], [0.423, -1.711, -4.636], [1.573, 1.820, 2.216], [0.074, 0.060, 2.949], [0.789, -0.440, 5.799], [1.113, -2.766, 0.887], [0.839, -0.257, -3.735], [-0.428, -3.550, 2.956], [1.165, -1.266, -3.983], [4.610, -0.313, 0.247], [2.686, -0.029, 5.342], [1.010, -5.509, 0.455], [-3.531, -3.149, -1.809], [0.289, 2.876, -4.050], [-1.893, -3.033, 3.768], [-1.553, -2.322, 1.254], [-0.659, 2.516, 0.381], [2.715, -1.590, -2.065], [1.323, 1.945, -2.560], [3.399, -1.726, 3.176], [0.972, 3.807, 2.381], [-0.950, -4.630, -3.006], [3.478, -2.105, 0.665], [1.030, -4.043, -3.760], [-2.305, -0.503, -2.612], [2.546, 3.310, -3.504], [3.644, 3.464, 0.927], [-0.053, 2.112, 3.670], [-2.297, -4.176, -1.098], [2.089, -4.187, -2.353], [4.217, 0.086, -0.687], [1.459, -2.121, -2.746], [4.276, -0.231, 2.935], [-2.477, -0.492, 3.511], [-0.604, 1.808, -3.058], [0.601, 1.382, 3.204], [0.950, 0.040, 3.868], [2.080, -5.681, 2.310], [1.720, -0.668, 5.011]], "orbital_gap_ev": 5.38, "e_tot_ha": -11783.944555, "total_charge": 1, "relative_energy_kj_mol": 192.8, "e_homo_ev": -9.768, "fmax_ha_per_bohr": 0.0340}


{"formula": "C5H12NO4P", "method": "ωB97M-V/def2-TZVPD", "species": ["H", "H", "O", "H", "H", "H", "H", "O", "H", "H", "C", "C", "O", "P", "H", "H", "N", "H", "C", "O", "H", "C", "C"], "coordinates": [[-3.303, -2.080, -0.561], [3.061, 0.909, -1.752], [0.542, -1.560, 0.458], [4.068, 0.016, -0.371], [0.281, -1.998, 2.473], [3.211, -0.869, -1.739], [1.632, -0.880, 2.018], [2.067, 0.256, -0.185], [-1.023, 3.002, 0.419], [-3.871, -0.527, -1.339], [0.605, -1.153, 1.892], [-0.723, 0.975, -0.044], [-2.057, -0.674, -0.351], [0.573, -0.400, -0.634], [0.533, 2.545, -0.506], [-4.038, -0.924, 0.388], [-1.953, 0.684, -0.070], [0.354, 2.345, 1.208], [-0.266, 2.292, 0.304], [0.519, -0.816, -2.023], [0.062, -0.184, 1.995], [3.166, 0.053, -1.081], [-3.438, -1.013, -0.500]], "orbital_gap_ev": 10.49, "e_tot_ha": -894.737817, "total_charge": 0, "relative_energy_kj_mol": 171.0, "e_homo_ev": -9.653, "fmax_ha_per_bohr": 0.0798}


{"formula": "C60H56F4O12", "method": "ωB97M-V/def2-TZVPD", "species": ["H", "H", "C", "H", "H", "C", "C", "H", "H", "H", "C", "C", "C", "H", "C", "H", "H", "F", "C", "O", "C", "C", "C", "H", "H", "H", "C", "H", "H", "H", "F", "H", "H", "H", "H", "C", "C", "H", "H", "H", "C", "C", "C", "O", "C", "C", "H", "C", "O", "H", "C", "O", "C", "C", "O", "H", "C", "H", "H", "O", "H", "C", "H", "C", "H", "H", "C", "F", "C", "H", "H", "H", "H", "H", "H", "H", "F", "H", "C", "O", "H", "C", "C", "O", "C", "C", "O", "H", "C", "H", "O", "C", "H", "C", "H", "H", "C", "H", "H", "C", "C", "H", "H", "C", "C", "C", "C", "C", "C", "H", "C", "C", "H", "C", "C", "C", "O", "C", "C", "C", "C", "C", "C", "C", "H", "C", "C", "H", "O", "C", "H", "H"], "coordinates": [[0.197, -2.537, 1.935], [4.735, -0.146, 3.526], [-2.913, -3.520, 1.803], [-1.829, -3.680, -0.035], [4.427, -4.838, -4.503], [6.126, 1.957, 0.155], [-1.295, -5.285, 1.272], [-6.959, 6.134, 0.197], [0.689, 1.932, -0.177], [2.386, -3.748, -4.866], [4.713, 3.231, 1.583], [-0.802, -0.774, 1.145], [-6.655, -1.173, -2.247], [-2.813, 3.631, -0.748], [3.888, -4.583, -3.599], [-1.532, -2.295, 4.403], [-2.542, 0.743, 0.338], [7.707, -1.736, -0.988], [4.280, -4.825, -2.293], [0.617, -3.096, -2.950], [6.295, -2.964, 0.426], [-2.431, -0.329, 4.067], [-2.450, -5.334, 3.337], [1.828, 5.294, -1.398], [3.386, -1.340, 1.575], [-3.263, 1.247, -2.452], [1.833, 7.699, 0.924], [-4.286, 2.871, 0.930], [-3.819, 3.402, -3.670], [0.516, -2.737, -3.833], [-3.654, 3.693, -6.239], [-0.700, 2.592, 3.925], [-3.606, -2.750, 1.487], [6.785, -6.162, 1.597], [-1.845, -1.025, 1.317], [0.581, 0.999, 0.368], [-2.005, -4.138, 0.934], [8.664, -6.013, 0.343], [1.517, -3.844, -0.616], [-6.585, 4.717, 2.411], [0.273, -1.613, 1.383], [-1.520, -5.913, 2.488], [-6.043, -0.343, -1.326], [5.546, -5.346, -2.148], [-4.119, -1.737, -1.294], [0.101, 0.673, 4.497], [2.646, 0.619, 0.242], [0.438, 5.429, 0.280], [2.609, -1.874, 1.342], [-2.973, 1.740, 3.732], [1.463, 5.859, -0.553], [-6.453, -2.879, -3.845], [-0.148, -0.674, 4.613], [-0.913, 1.557, 4.152], [-6.456, 3.979, 1.804], [5.178, -4.142, 1.763], [0.094, 6.102, 1.445], [-5.487, 6.897, -1.576], [-6.592, 0.523, -0.965], [-4.311, 0.143, 0.244], [5.729, -5.497, -1.211], [-3.760, 4.148, -0.633], [-4.773, -3.358, 3.381], [0.795, 7.263, 1.746], [-0.023, 4.515, -0.079], [0.623, 7.827, 2.655], [1.697, 0.199, 0.551], [0.880, -1.467, 4.994], [-1.396, -1.226, 4.332], [-0.757, 5.848, 2.060], [6.376, -0.120, 0.710], [3.423, 2.079, 2.856], [-3.191, -2.034, -0.815], [3.659, -4.803, -0.205], [-3.445, -0.705, 4.022], [5.577, -2.162, 0.518], [2.393, 8.875, 1.239], [-1.676, -0.345, -6.077], [6.913, -5.204, 1.112], [-4.033, -3.635, 3.930], [9.122, -3.971, -1.157], [2.172, 7.017, -0.225], [4.922, 0.878, 1.907], [4.594, -0.301, 2.586], [-5.154, 6.051, -0.988], [-5.892, -2.200, -2.809], [-3.231, 5.706, -2.380], [3.108, 7.320, -0.683], [-5.732, 4.460, 0.725], [-7.610, -0.946, -2.697], [6.071, 4.376, -0.005], [-2.569, 0.301, -4.225], [6.942, 1.947, -0.560], [5.876, 0.817, 0.904], [6.543, 4.902, 0.643], [-4.036, -3.308, -2.746], [2.628, -4.057, -3.857], [-2.666, -5.774, 4.303], [-4.997, 0.756, 0.532], [7.428, -2.898, -0.354], [3.406, -4.668, -1.250], [-5.957, -3.653, -4.120], [-2.264, 1.751, -7.264], [-3.450, 2.534, -4.201], [4.314, 2.072, 2.240], [8.038, -5.135, 0.249], [-0.674, 0.534, 0.653], [-4.590, -2.447, -2.398], [-2.479, 1.621, -6.210], [4.206, 4.155, 1.840], [8.278, -3.993, -0.478], [6.063, -4.134, 1.134], [-0.909, -6.718, 2.869], [-2.192, 0.443, -5.546], [-3.068, -4.120, 3.053], [-4.007, 5.330, -1.303], [-1.791, 1.325, 0.541], [-3.141, 1.354, -3.521], [-4.793, -0.644, -0.769], [5.609, 3.199, 0.512], [-3.240, 2.603, -5.584], [1.533, -1.073, 1.043], [-4.620, 3.724, 0.349], [-2.178, 1.032, 3.934], [1.070, 1.016, 4.845], [1.780, -3.807, -2.779], [2.135, -4.102, -1.463], [-0.640, -5.525, -0.524], [-0.383, -5.757, 0.373], [-6.037, 5.603, -0.007], [-2.306, -0.587, -3.664], [-2.756, 6.527, -2.219]], "orbital_gap_ev": 8.01, "e_tot_ha": -3622.227767, "total_charge": 0, "e_homo_ev": -7.678, "fmax_ha_per_bohr": 0.0400}